Record 1
{"formula": "C32H71AsBrMgN4O8SSi4", "method": "ωB97M-V/def2-TZVPD", "symbols": ["Mg", "O", "S", "O", "O", "O", "O", "C", "O", "C", "C", "N", "N", "C", "C", "O", "O", "H", "H", "H", "C", "C", "C", "C", "Si", "Br", "C", "C", "C", "C", "C", "C", "C", "C", "H", "H", "H", "H", "H", "H", "H", "H", "H", "H", "H", "H", "H", "H", "H", "H", "H", "H", "H", "H", "H", "H", "H", "H", "H", "H", "H", "C", "C", "N", "C", "C", "C", "C", "N", "H", "H", "H", "H", "H", "H", "H", "H", "H", "H", "H", "H", "H", "H", "C", "Si", "C", "C", "As", "Si", "C", "C", "C", "Si", "C", "C", "C", "H", "H", "H", "H", "H", "H", "H", "H", "H", "H", "H", "H", "H", "H", "H", "H", "H", "H", "H", "H", "H", "H", "H", "H", "H", "H", "H"], "positions_angstrom": [[-0.335, 1.643, -0.261], [-1.186, -2.162, -0.769], [-1.548, -0.751, -0.747], [-2.971, -0.517, -0.988], [-1.145, -0.111, 0.571], [-0.724, 0.037, -1.739], [3.836, 3.079, 3.875], [2.554, 3.489, 4.061], [2.314, 4.410, 4.781], [1.544, 2.650, 3.356], [1.070, 1.421, 3.772], [0.170, 1.019, 2.856], [0.055, 1.901, 1.876], [0.871, 2.899, 2.143], [1.038, 3.912, 1.036], [1.847, 4.817, 1.177], [0.313, 3.649, 0.013], [3.844, 2.395, 3.195], [1.295, 0.833, 4.646], [-0.322, 0.141, 2.747], [-1.181, -4.597, 4.325], [-0.519, -3.389, 3.643], [-0.123, -2.386, 4.735], [-1.567, -2.705, 2.748], [1.028, -3.906, 2.626], [1.628, -2.051, 1.501], [0.672, -5.273, 1.326], [0.763, -6.670, 1.962], [1.652, -5.178, 0.147], [-0.731, -5.131, 0.716], [2.579, -4.279, 3.727], [2.251, -5.309, 4.819], [3.734, -4.813, 2.868], [3.126, -3.021, 4.423], [-2.048, -4.253, 4.899], [-0.511, -5.110, 5.017], [-1.543, -5.326, 3.600], [-1.029, -1.994, 5.209], [0.434, -1.540, 4.324], [0.482, -2.844, 5.518], [-2.344, -2.269, 3.386], [-2.057, -3.401, 2.072], [-1.160, -1.920, 2.110], [1.765, -6.919, 2.310], [0.484, -7.417, 1.212], [0.074, -6.784, 2.802], [2.699, -5.184, 0.443], [1.455, -4.274, -0.428], [1.485, -6.034, -0.516], [-1.518, -5.329, 1.444], [-0.834, -5.881, -0.076], [-0.890, -4.153, 0.257], [1.826, -6.230, 4.419], [1.553, -4.904, 5.553], [3.169, -5.573, 5.356], [3.514, -5.771, 2.403], [4.615, -4.950, 3.504], [4.001, -4.102, 2.084], [2.410, -2.567, 5.104], [3.434, -2.266, 3.700], [4.006, -3.303, 5.011], [2.108, -1.722, -2.407], [3.310, -1.026, -1.776], [3.429, 0.400, -2.075], [4.401, 0.779, -3.089], [3.906, 0.558, -4.515], [2.602, 1.302, -1.480], [2.766, 2.748, -1.852], [1.717, 0.987, -0.595], [2.087, -2.765, -2.090], [2.173, -1.697, -3.496], [1.159, -1.268, -2.120], [4.236, -1.492, -2.121], [3.292, -1.157, -0.690], [5.310, 0.196, -2.917], [4.675, 1.823, -2.952], [3.708, -0.497, -4.701], [4.652, 0.896, -5.236], [2.979, 1.109, -4.684], [3.734, 3.123, -1.514], [1.984, 3.328, -1.372], [2.703, 2.883, -2.932], [1.652, -0.017, -0.447], [-5.396, 1.183, -2.020], [-4.502, 2.542, -1.105], [-4.331, 2.153, 0.710], [-5.534, 4.107, -1.309], [-2.298, 2.883, -1.882], [-1.992, 2.089, -4.062], [-2.832, 0.451, -4.355], [-2.612, 3.313, -5.349], [-0.135, 1.892, -4.251], [-2.019, 5.210, -2.023], [-2.119, 5.925, -0.298], [-0.326, 5.548, -2.744], [-3.314, 6.032, -3.133], [-6.375, 1.026, -1.556], [-4.821, 0.261, -1.949], [-5.564, 1.445, -3.066], [-5.313, 2.019, 1.173], [-3.807, 2.950, 1.242], [-3.762, 1.226, 0.801], [-6.512, 3.949, -0.847], [-5.697, 4.337, -2.362], [-5.082, 4.979, -0.836], [-3.916, 0.535, -4.434], [-2.580, -0.242, -3.554], [-2.460, 0.051, -5.304], [-3.686, 3.474, -5.243], [-2.431, 2.907, -6.347], [-2.113, 4.282, -5.280], [0.183, 1.141, -3.525], [0.398, 2.827, -4.072], [0.121, 1.537, -5.254], [-1.337, 5.484, 0.320], [-3.088, 5.752, 0.172], [-1.953, 7.005, -0.343], [0.429, 5.118, -2.084], [-0.152, 6.624, -2.819], [-0.224, 5.123, -3.745], [-3.987, 6.666, -2.553], [-3.920, 5.293, -3.657], [-2.832, 6.663, -3.882]], "lowdin_charge": [0.4984, -0.3566, 0.2585, -0.3702, -0.4627, -0.4826, 0.1100, -0.4725, 0.1337, -0.0686, -0.0101, 0.0452, 0.0457, -0.1255, -0.6072, 0.0567, -0.1705, 0.1123, 0.1278, 0.1193, -0.0875, -0.6162, -0.1093, -0.0968, 0.4754, 0.6348, -0.6147, -0.0971, -0.1155, -0.0926, -0.6260, -0.0934, -0.1118, -0.1253, 0.0874, 0.0620, 0.0625, 0.0887, 0.0455, 0.0625, 0.0918, 0.0685, 0.0226, 0.0583, 0.0845, 0.0690, 0.0575, 0.0450, 0.0869, 0.0649, 0.0900, 0.0555, 0.0635, 0.0633, 0.0842, 0.0598, 0.0833, 0.0700, 0.0528, 0.0439, 0.0836, -0.0528, -0.2080, -0.0775, -0.2213, -0.0661, -0.3902, 0.0065, 0.1275, 0.0653, 0.0670, 0.0491, 0.1144, 0.0662, 0.1139, 0.0989, 0.0632, 0.0720, 0.0659, 0.0958, 0.0539, 0.0781, -0.0035, -0.2146, 0.2960, -0.2123, -0.2276, 0.9055, 0.2922, -0.1966, -0.2258, -0.2139, 0.2891, -0.2041, -0.2100, -0.2266, 0.0314, 0.0066, 0.0185, 0.0298, 0.0272, 0.0156, 0.0271, 0.0180, 0.0060, 0.0154, 0.0171, 0.0333, 0.0204, 0.0258, 0.0121, 0.0081, 0.0112, 0.0329, 0.0162, 0.0153, 0.0331, 0.0127, 0.0323, 0.0111, 0.0225, -0.0055, 0.0236], "lumo_energy_ha": 0.0793, "e_homo_ha": -0.2092, "total_charge": -1}

***

Record 2
{"formula": "C15H36IrN6S5", "method": "ωB97M-V/def2-TZVPD", "symbols": ["Ir", "C", "C", "N", "C", "C", "N", "C", "C", "C", "N", "C", "C", "N", "C", "H", "H", "H", "H", "H", "H", "H", "H", "H", "H", "H", "H", "H", "H", "H", "H", "H", "H", "H", "H", "H", "H", "H", "H", "S", "S", "S", "S", "C", "C", "N", "C", "S", "N", "C", "C", "H", "H", "H", "H", "H", "H", "H", "H", "H", "H", "H", "H"], "positions_angstrom": [[-0.489, 0.347, -0.011], [0.005, -3.271, 0.755], [-1.155, -2.507, 1.381], [-0.917, -1.098, 1.761], [-0.049, -0.864, 2.928], [1.404, -0.730, 2.528], [1.578, 0.305, 1.492], [2.940, 0.212, 0.933], [3.332, 1.318, -0.038], [2.264, 1.864, -0.978], [1.282, 0.883, -1.497], [1.810, -0.312, -2.171], [0.665, -1.278, -2.435], [-0.031, -1.648, -1.182], [0.776, -2.584, -0.371], [-0.423, -4.206, 0.385], [0.724, -3.574, 1.519], [-1.500, -3.065, 2.258], [-1.993, -2.472, 0.683], [-1.839, -0.727, 1.977], [-0.163, -1.664, 3.666], [-0.386, 0.062, 3.400], [1.780, -1.669, 2.120], [2.011, -0.509, 3.411], [1.486, 1.216, 1.939], [3.017, -0.763, 0.453], [3.671, 0.193, 1.749], [4.183, 0.943, -0.610], [3.717, 2.176, 0.517], [2.767, 2.357, -1.815], [1.670, 2.626, -0.472], [0.737, 1.393, -2.188], [2.570, -0.770, -1.544], [2.293, -0.056, -3.119], [1.046, -2.167, -2.947], [-0.065, -0.807, -3.099], [-0.908, -2.097, -1.433], [1.601, -2.008, 0.038], [1.218, -3.350, -1.017], [-0.964, 2.250, 1.252], [-2.187, 3.573, 0.470], [-2.514, 3.107, -1.612], [-1.742, 1.358, -1.980], [-3.321, -3.413, -3.669], [-4.242, -2.276, -3.273], [-3.708, -1.485, -2.148], [-4.042, -1.445, -0.855], [-3.414, -0.137, 0.106], [-4.808, -2.327, -0.233], [-5.499, -3.543, -0.689], [-6.959, -3.298, -1.025], [-3.735, -3.948, -4.523], [-3.183, -4.126, -2.855], [-2.340, -3.035, -3.962], [-5.241, -2.623, -3.028], [-4.361, -1.574, -4.098], [-3.194, -0.660, -2.424], [-4.967, -2.086, 0.736], [-5.415, -4.252, 0.136], [-4.947, -3.976, -1.519], [-7.496, -2.908, -0.161], [-7.430, -4.235, -1.318], [-7.076, -2.584, -1.840]], "lowdin_charge": [0.7808, -0.1430, -0.2059, -0.1965, -0.1754, -0.1898, -0.1162, -0.2066, -0.1493, -0.1896, -0.1769, -0.1711, -0.1920, -0.1437, -0.1914, 0.1254, 0.1189, 0.1348, 0.0733, 0.0334, 0.1378, 0.1187, 0.1079, 0.1417, 0.0921, 0.0934, 0.1360, 0.1252, 0.1266, 0.1335, 0.1027, 0.0483, 0.1084, 0.1443, 0.1335, 0.1044, 0.1035, 0.0733, 0.1350, 0.1128, 0.1183, 0.1332, 0.1087, -0.0676, -0.2021, 0.0217, -0.7333, 0.6583, 0.0296, -0.2071, -0.0603, 0.0917, 0.0707, 0.0722, 0.0949, 0.1325, 0.0347, 0.1292, 0.1290, 0.0934, 0.0868, 0.0917, 0.0751], "lumo_energy_ha": [-0.1987, -0.2989], "multiplicity": 6, "e_homo_ha": [-0.4701, -0.5273], "total_charge": 2}

***

| no. | energy (hartree) | maximum force (hartree/bohr) |
| --- | --- | --- |
| 1 | -8649.43429 | 0.0061 |
| 2 | -3016.41458 | 0.0049 |